# C37H111B3F3N9O12Pt2S

A structure of composition C37H111B3F3N9O12Pt2S in a non-equilibrium geometry (the ωB97M-V functional and the def2-TZVPD basis, OMol25).

```
! wB97M-V def2-TZVPD RIJCOSX def2/J DEFGRID3
* xyz 0 5
Pt -23.37630 0.58581 1.68548
Pt -19.68350 3.83140 -1.06362
B -19.57716 0.99962 1.61671
H -19.03343 0.12152 1.92899
H -20.30896 1.27294 2.36102
H -18.89361 1.83257 1.56037
H -20.09087 0.87643 0.67587
B -22.91208 -2.87911 2.12195
H -22.73064 -3.87827 2.48665
H -22.87102 -2.17526 2.93874
H -22.10814 -2.55542 1.47918
H -23.86315 -2.82041 1.61574
B -16.53121 3.10929 -2.33811
H -16.45770 3.66286 -1.41487
H -17.12005 2.24327 -2.07825
H -16.95600 3.66998 -3.15630
H -15.54847 2.71504 -2.54556
C -24.42234 1.32414 -5.11207
F -23.82537 2.00624 -6.12895
F -25.08128 2.25286 -4.42735
F -25.26597 0.38508 -5.51807
S -23.09782 0.59739 -3.83605
O -22.04097 1.59844 -3.68383
O -23.82251 0.38562 -2.57876
O -22.64264 -0.67161 -4.31121
C -32.75187 4.82961 -7.09321
C -32.03170 3.51328 -7.45324
C -32.51114 2.85424 -8.79465
O -31.61585 1.68042 -8.85415
C -30.55953 1.83583 -9.79125
N -30.56539 3.75188 -7.36537
H -32.50014 5.21658 -6.10580
H -33.79743 4.57654 -6.91756
H -32.75934 5.70963 -7.73634
H -32.21323 2.85681 -6.60224
H -32.69648 3.57517 -9.59089
H -33.52164 2.44604 -8.77484
H -30.75002 0.92086 -10.35217
H -29.58251 1.68424 -9.33240
H -30.53584 2.67299 -10.48889
H -30.37073 4.22575 -6.49495
H -29.97389 2.93597 -7.29801
C -21.55537 -8.21948 -5.30443
C -22.37726 -6.97748 -4.87786
C -22.47137 -6.82512 -3.30926
O -23.03568 -8.01163 -2.77641
C -23.40768 -7.93915 -1.37758
N -21.87064 -5.75540 -5.47960
H -21.18601 -8.22721 -6.32991
H -22.10207 -9.09926 -4.96499
H -20.65213 -8.37797 -4.71525
H -23.34953 -7.16606 -5.33308
H -23.14186 -5.98263 -3.13969
H -21.52934 -6.52535 -2.85010
H -23.80786 -8.90369 -1.06516
H -24.22410 -7.22146 -1.29710
H -22.59959 -7.71499 -0.68128
H -22.25125 -4.93250 -5.03453
H -20.97450 -5.69965 -5.01707
C -27.03839 8.51402 -4.44544
C -27.57302 9.85482 -3.81120
C -28.91985 9.85298 -3.01084
O -29.72490 11.05995 -3.10265
C -30.56195 10.94185 -4.21447
N -26.46440 10.31527 -3.05095
H -27.00143 7.68816 -3.73505
H -26.05864 8.48858 -4.92245
H -27.69550 8.24011 -5.27085
H -27.79812 10.60431 -4.56994
H -28.75712 9.81730 -1.93364
H -29.47305 8.91443 -3.04561
H -30.01042 10.63870 -5.10442
H -31.17577 11.83461 -4.33400
H -31.23549 10.11177 -4.00136
H -26.35784 9.63640 -2.31076
H -26.71701 11.19560 -2.62515
C -22.59872 0.10616 -11.87953
C -21.89528 -1.19149 -11.55599
C -20.48170 -1.06699 -10.99589
O -19.77150 -0.30564 -12.01494
C -18.41105 -0.30864 -11.70173
N -22.86911 -1.79585 -10.55210
H -22.84232 0.69763 -10.99696
H -23.51019 -0.09938 -12.44084
H -21.94174 0.72333 -12.49237
H -21.81642 -1.80628 -12.45259
H -20.10780 -2.07132 -10.79677
H -20.39352 -0.50665 -10.06513
H -17.86284 -0.09075 -12.61828
H -17.97440 -1.19069 -11.23331
H -18.07628 0.55957 -11.13409
H -23.24707 -1.07424 -9.95498
H -22.44330 -2.47972 -9.94293
C -15.23498 -3.41852 -5.78246
C -15.86276 -4.21101 -4.58100
C -14.77871 -4.98193 -3.71639
O -14.63516 -6.33262 -4.10837
C -13.40748 -6.89276 -3.51348
N -16.70433 -3.22483 -3.85356
H -14.61713 -3.98318 -6.48070
H -14.54918 -2.79489 -5.20901
H -15.98446 -2.91279 -6.39126
H -16.65495 -4.90631 -4.85866
H -15.13608 -4.82773 -2.69826
H -13.89483 -4.36932 -3.89409
H -13.42808 -7.94106 -3.81139
H -13.30800 -6.87529 -2.42817
H -12.55516 -6.36799 -3.94507
H -16.39538 -2.32239 -4.18559
H -17.62633 -3.23420 -4.26579
C -14.70907 5.08838 -9.07416
C -16.05331 4.96787 -8.37797
C -17.24436 5.24714 -9.38673
O -18.48148 5.16297 -8.60940
C -19.70389 5.40447 -9.31946
N -16.37633 3.63804 -7.86734
H -14.81171 6.01075 -9.64582
H -14.49648 4.38823 -9.88205
H -13.84453 5.06980 -8.41057
H -15.99439 5.64476 -7.52564
H -17.32217 4.52995 -10.20385
H -17.11956 6.24020 -9.81843
H -19.78431 4.84875 -10.25371
H -19.77792 6.43223 -9.67490
H -20.49857 5.22963 -8.59420
H -16.96856 3.79610 -7.06461
H -17.13237 3.36298 -8.47795
C -19.68206 9.13860 -3.62312
C -19.32299 7.93641 -2.73325
C -19.18378 8.32314 -1.25264
O -18.90425 7.18099 -0.35711
C -18.37120 7.64466 0.86272
N -20.27763 6.80358 -2.87093
H -19.27147 9.99412 -3.08683
H -20.76286 9.27701 -3.59431
H -19.35343 9.05124 -4.65871
H -18.35999 7.49184 -2.98441
H -20.08267 8.73577 -0.79458
H -18.40371 9.06472 -1.08046
H -19.09678 7.45529 1.65377
H -18.01302 8.67263 0.91810
H -17.48962 7.10758 1.21267
H -20.23597 6.54034 -3.84513
H -21.24675 7.05629 -3.00153
C -28.92771 1.16824 3.67341
C -27.41300 1.52474 3.72244
C -26.50653 0.98105 4.93124
O -25.06133 1.23669 4.61313
C -24.26467 0.94315 5.66602
N -26.92314 0.98740 2.48412
H -29.13254 0.09847 3.63179
H -29.34535 1.63286 2.78021
H -29.42754 1.53373 4.57046
H -27.22306 2.59725 3.68076
H -26.48334 -0.10794 4.89054
H -26.84216 1.26519 5.92860
H -23.29165 0.79731 5.19691
H -24.44913 0.01940 6.21444
H -24.35663 1.79970 6.33383
H -27.12522 -0.00148 2.52153
H -27.39550 1.40094 1.69295
C -29.26065 -3.01413 -2.36985
C -29.59751 -4.22715 -1.45973
C -29.30061 -5.60775 -2.23837
O -29.40485 -6.85653 -1.54024
C -30.76536 -7.26602 -1.24166
N -28.90182 -3.96460 -0.21576
H -29.86576 -3.06182 -3.27521
H -28.19762 -2.90061 -2.58241
H -29.74365 -2.12429 -1.96612
H -30.67536 -4.16178 -1.31112
H -28.23442 -5.63885 -2.46281
H -29.80412 -5.71876 -3.19871
H -31.18813 -6.59475 -0.49416
H -30.70976 -8.32491 -0.98913
H -31.25259 -7.16708 -2.21166
H -27.93014 -3.83596 -0.45944
H -28.94813 -4.78892 0.36601
*
```

## Properties
**HOMO energy (spin up / spin down)**: -8.0 / -8.0 eV
**Maximum force**: 6.07 eV/Å
**Electronic energy**: -105622.663 eV
**Gap between HOMO and LUMO (spin up / spin down)**: 4.610 / 2.679 eV

These are the Löwdin partial charges, in e, on atoms 1 to 6:
1 Pt 0.79
2 Pt 0.81
3 B -0.39
4 H -0.07
5 H -0.11
6 H -0.10